(1)
{
  "formula": "C3H2BrCl",
  "method": "ωB97M-V with the def2-TZVPD basis set",
  "e_tot_ev": -85703.8389,
  "relative_energy_kj_mol": 182.8,
  "mol_weight_g_mol": 153.41,
  "symbols": ["Br", "Cl", "C", "C", "C", "H", "H"],
  "xyz": [[3.071, -0.691, 0.079], [0.600, 2.133, -0.124], [0.060, 0.714, 0.598], [-1.404, -0.923, -0.753], [-0.707, -0.168, -0.107], [-1.975, -1.604, -1.310], [0.355, 0.538, 1.617]],
  "lowdin_charge": [0.0778, 0.6442, -0.6806, 0.1465, -0.2663, 0.0247, 0.0538]
}


(2)
{
  "formula": "C23H55O22Tl",
  "method": "ωB97M-V with the def2-TZVPD basis set",
  "e_tot_ev": -74469.3650,
  "mol_weight_g_mol": 888.05,
  "symbols": ["Tl", "O", "O", "O", "O", "O", "O", "O", "O", "O", "O", "O", "O", "O", "O", "O", "O", "O", "O", "O", "O", "O", "O", "C", "C", "C", "C", "C", "C", "C", "C", "C", "C", "C", "C", "C", "C", "C", "C", "C", "C", "C", "C", "C", "C", "C", "H", "H", "H", "H", "H", "H", "H", "H", "H", "H", "H", "H", "H", "H", "H", "H", "H", "H", "H", "H", "H", "H", "H", "H", "H", "H", "H", "H", "H", "H", "H", "H", "H", "H", "H", "H", "H", "H", "H", "H", "H", "H", "H", "H", "H", "H", "H", "H", "H", "H", "H", "H", "H", "H", "H"],
  "xyz": [[-0.416, -0.080, -0.358], [-1.138, 1.643, 2.091], [3.834, -2.295, -2.661], [-4.795, -2.071, -0.750], [0.143, -3.062, 0.531], [2.399, 5.697, -3.261], [-1.882, -1.230, 2.154], [1.293, 2.325, 0.574], [-1.458, -0.386, -3.310], [-1.632, 2.310, -1.347], [-7.067, 2.646, -1.398], [1.408, -0.768, 1.879], [-0.212, 4.572, -1.957], [-5.397, 4.991, -2.063], [-3.273, 0.203, -0.608], [2.644, -0.973, -0.287], [0.291, -2.071, 4.309], [3.804, -0.939, 2.952], [1.070, -1.654, -2.572], [-1.997, -2.503, -1.027], [1.325, 1.716, -2.115], [1.939, 1.299, 3.412], [1.929, -3.656, 2.677], [-0.921, -1.460, -4.082], [-3.625, 3.669, -1.848], [-1.672, 1.039, 3.240], [-0.760, -4.065, 0.200], [0.985, 6.087, -3.372], [-2.904, 2.467, -1.462], [-3.795, 1.253, -0.887], [-0.019, 4.970, -3.251], [4.170, 0.310, 3.450], [3.042, 0.952, 4.220], [-5.204, 1.480, -0.838], [-2.613, -0.161, 2.762], [-4.935, 3.817, -1.751], [-5.771, 2.693, -1.240], [3.995, -1.342, -0.430], [-1.360, -3.755, -1.119], [-4.930, -2.649, 0.541], [0.412, -3.536, 4.527], [1.824, -3.971, 4.067], [4.343, -1.239, -1.935], [2.486, 2.323, -1.575], [0.650, -1.675, -3.934], [2.575, 2.215, -0.056], [0.695, 6.861, -2.662], [-1.331, 2.580, 2.174], [-5.833, 0.661, -0.520], [2.380, -1.072, 0.631], [3.093, 1.300, 0.228], [1.952, -2.022, -2.480], [4.497, -0.623, 0.217], [3.997, -2.100, -3.587], [2.039, -5.028, 4.219], [0.581, -3.422, 1.305], [-4.916, -1.916, 1.348], [1.622, 0.530, 2.933], [-2.168, -2.026, 2.609], [2.486, 5.642, -2.307], [-4.120, -3.257, 0.943], [5.076, 0.166, 4.040], [4.196, -2.341, -0.042], [-0.950, 5.200, -3.770], [-0.368, -3.896, 3.857], [-2.362, -0.223, -3.589], [1.292, 2.002, -3.031], [2.248, 3.365, -1.789], [0.925, -2.605, -4.433], [5.429, -1.336, -1.944], [-0.649, -3.787, -1.944], [2.923, -0.851, 2.580], [-1.122, -1.499, -5.153], [-0.241, -5.022, 0.130], [0.877, 6.409, -4.408], [-2.980, 4.398, -2.316], [-3.371, -0.474, 3.481], [1.174, -0.873, -4.454], [-1.325, -2.429, -3.787], [2.577, -3.362, 4.568], [3.372, 1.990, -2.115], [-2.149, 1.748, 3.916], [4.542, 0.854, 2.582], [-1.957, -4.622, -1.402], [-0.852, 0.608, 3.814], [4.068, -0.268, -2.349], [-4.408, -1.194, -0.697], [0.241, -3.684, 5.593], [3.489, 1.823, 4.700], [-3.242, 0.224, 1.959], [3.277, 2.968, 0.303], [-0.785, 3.815, -1.811], [1.227, 3.213, 0.932], [2.684, 0.255, 4.977], [0.288, 4.083, -3.804], [0.881, -1.589, 1.827], [-1.599, -4.083, 0.895], [2.080, -2.709, 2.634], [-5.897, -3.129, 0.689], [-2.930, -2.625, -1.222], [0.557, -1.760, 3.440]],
  "lowdin_charge": [1.2384, -0.1081, -0.0513, -0.1164, -0.0887, -0.0678, -0.1088, -0.0917, -0.0925, -0.0164, 0.0964, -0.3589, -0.0591, 0.1068, 0.0252, -0.1421, -0.1056, -0.0849, -0.1243, -0.1125, -0.1217, -0.0756, -0.0837, -0.2083, 0.1341, -0.1951, -0.2509, -0.1982, -0.1630, -0.2843, -0.3060, -0.2618, -0.2399, 0.1834, -0.1973, -0.3196, -0.2526, -0.2055, -0.2501, -0.1367, -0.1578, -0.1919, -0.2423, -0.2108, -0.2043, -0.2062, 0.1239, 0.0937, 0.1486, -0.0151, 0.0947, 0.0413, 0.1109, 0.1036, 0.1177, 0.0456, 0.0704, 0.0006, 0.0831, 0.0641, 0.0705, 0.1142, 0.1285, 0.1125, 0.1045, 0.0865, 0.0843, 0.0910, 0.1168, 0.1143, 0.1126, -0.0099, 0.1129, 0.1353, 0.1170, 0.1414, 0.1168, 0.1059, 0.0956, 0.1224, 0.1167, 0.1207, 0.1086, 0.1284, 0.1085, 0.1134, 0.0125, 0.1152, 0.1130, 0.0829, 0.1250, 0.0226, 0.0946, 0.1190, 0.1153, -0.0459, 0.1162, 0.0354, 0.0839, 0.0581, 0.0082]
}


(3)
{
  "formula": "C15H28BF3NO12P",
  "method": "ωB97M-V with the def2-TZVPD basis set",
  "e_tot_ev": -60187.0756,
  "smiles": "CCOB(O)[PH2](N)CCCCO.O=C1OC[C@@H](F)O1.O=C1OC[C@@H](F)O1.O=C1OC[C@@H](F)O1",
  "mol_weight_g_mol": 513.16,
  "symbols": ["P", "F", "F", "F", "O", "O", "O", "O", "O", "O", "O", "O", "O", "O", "O", "O", "N", "C", "C", "C", "C", "C", "C", "C", "C", "C", "C", "C", "C", "C", "C", "C", "B", "H", "H", "H", "H", "H", "H", "H", "H", "H", "H", "H", "H", "H", "H", "H", "H", "H", "H", "H", "H", "H", "H", "H", "H", "H", "H", "H", "H"],
  "xyz": [[-2.890, 0.904, -0.650], [3.856, -4.391, -2.805], [1.535, 4.694, 4.726], [1.123, -0.538, -3.789], [1.395, -1.015, -5.988], [-1.052, 3.415, 6.609], [-0.681, 4.282, 4.589], [6.037, -6.761, 0.257], [-2.684, 3.354, 5.057], [-0.579, -0.344, -6.783], [-1.132, 1.983, -2.624], [4.359, -5.278, 0.488], [0.834, -1.472, -8.129], [1.095, -3.898, 1.526], [5.025, -5.869, -1.555], [-1.138, 3.267, -0.647], [-4.031, 2.292, -0.406], [-0.169, -2.291, 0.259], [0.571, -0.997, -7.081], [-0.583, -0.058, -5.382], [-0.886, 3.173, 0.755], [3.647, -4.438, -0.429], [-1.765, -0.659, -0.900], [0.891, -0.087, -5.053], [5.227, -6.042, -0.216], [-1.219, -1.185, 0.429], [-1.402, 4.406, 1.497], [0.370, 4.752, 5.414], [-0.133, -3.181, 1.489], [3.786, -5.206, -1.724], [0.333, 3.775, 6.570], [-1.590, 3.649, 5.388], [-1.575, 2.179, -1.327], [-1.362, 2.286, 1.178], [-5.006, 2.016, -0.366], [-2.358, -1.464, -1.345], [-0.928, -0.485, -1.582], [0.935, 2.893, 6.353], [0.188, 3.080, 0.909], [-2.060, -1.559, 1.016], [-3.816, 0.385, -1.581], [1.191, -4.284, 2.395], [-0.645, 4.792, 2.170], [-2.924, 0.581, 0.734], [0.815, -1.823, 0.201], [-0.357, -2.875, -0.639], [-1.122, -0.845, -4.852], [-0.333, 1.453, -2.644], [-2.287, 4.173, 2.084], [4.144, -3.469, -0.495], [-1.051, 0.902, -5.180], [0.641, 4.207, 7.518], [-1.650, 5.186, 0.779], [-3.800, 2.795, 0.444], [0.173, 5.789, 5.687], [-0.987, -3.866, 1.489], [2.619, -4.298, -0.108], [1.405, 0.867, -5.179], [-0.245, -2.548, 2.375], [-0.760, -0.354, 0.972], [3.006, -5.949, -1.898]],
  "lowdin_charge": [0.8200, 0.0738, 0.0760, 0.0615, 0.1324, 0.0754, 0.1039, 0.1827, 0.1884, 0.0759, 0.1088, 0.0716, 0.1930, -0.0768, 0.1293, 0.0580, -0.2231, -0.1987, -0.5441, -0.0566, -0.2327, -0.0526, -0.3659, -0.3176, -0.5528, -0.2984, -0.0495, -0.3113, -0.2733, -0.3135, -0.0475, -0.5464, -0.6900, 0.0867, 0.0103, 0.0728, 0.0540, 0.1450, 0.1232, 0.1035, 0.0311, 0.0862, 0.0564, 0.0249, 0.1173, 0.1143, 0.1473, 0.0777, 0.0688, 0.1465, 0.1332, 0.1402, 0.0868, 0.0024, 0.1745, 0.1206, 0.1084, 0.1749, 0.1186, 0.1015, 0.1727]
}